{"formula": "C9H13NO2", "method": "the ωB97M-V functional and the def2-TZVPD basis", "total_charge": -1, "homo_energy_ev": [0.61, -3.75], "e_above_lowest_kj_mol": 65.4, "multiplicity": 2, "e_tot_ha": -555.94728, "fmax_ev_per_a": 1.1, "species": ["C", "C", "O", "N", "H", "H", "H", "H", "H", "C", "C", "C", "C", "C", "C", "C", "O", "H", "H", "H", "H", "H", "H", "H", "H"], "positions_angstrom": [[-2.541, 0.501, -2.212], [-2.695, -0.996, -2.293], [-3.258, -1.574, -3.212], [-2.107, -1.684, -1.285], [-2.124, -2.687, -1.372], [-1.550, -1.343, -0.511], [-2.787, 0.913, -3.178], [-1.504, 0.636, -1.930], [-3.214, 0.995, -1.522], [3.715, 0.402, 0.348], [-0.382, 0.105, 1.618], [-0.043, 0.875, 0.535], [0.644, -0.335, 2.506], [1.297, 1.029, 0.138], [1.948, -0.312, 2.025], [2.286, 0.217, 0.776], [-1.690, -0.244, 1.960], [-2.315, 0.313, 1.477], [-0.842, 1.290, -0.076], [0.483, -0.685, 3.512], [1.550, 1.719, -0.645], [2.795, -0.476, 2.695], [4.192, 1.186, 0.958], [3.824, 0.641, -0.718], [4.319, -0.486, 0.407]]}

{"formula": "C5H12NO", "method": "the ωB97M-V functional and the def2-TZVPD basis", "smiles": "CC(C)[C@H]([NH3+])C=O", "total_charge": 1, "homo_energy_ev": -14.60, "e_above_lowest_kj_mol": 70.4, "multiplicity": 1, "e_tot_ha": -327.43277, "fmax_ev_per_a": 1.2, "species": ["C", "C", "C", "C", "N", "C", "O", "H", "H", "H", "H", "H", "H", "H", "H", "H", "H", "H", "H"], "positions_angstrom": [[1.586, -0.565, -0.873], [0.540, 0.475, -0.447], [-0.567, 0.603, -1.475], [0.010, 0.074, 0.955], [-0.815, -1.182, 0.829], [-0.729, 1.167, 1.718], [-1.249, 2.081, 1.150], [2.211, -0.171, -1.678], [1.172, -1.477, -1.308], [2.273, -0.778, -0.052], [1.065, 1.408, -0.257], [-1.424, 1.187, -1.141], [-0.960, -0.364, -1.807], [-0.176, 1.082, -2.361], [0.887, -0.228, 1.518], [-1.222, -1.464, 1.723], [-1.593, -1.008, 0.189], [-0.221, -1.944, 0.497], [-0.788, 1.104, 2.820]]}

{"formula": "C44H48AsClF6N4O5P2Se2Ta", "method": "the ωB97M-V functional and the def2-TZVPD basis", "total_charge": 2, "homo_energy_ev": [-12.70, -12.70], "e_above_lowest_kj_mol": 303.2, "multiplicity": 2, "e_tot_ha": -11138.31309, "fmax_ev_per_a": 3.1, "species": ["Ta", "O", "C", "O", "C", "C", "C", "C", "C", "N", "C", "O", "O", "H", "H", "H", "Se", "P", "Se", "C", "C", "C", "C", "C", "C", "C", "C", "C", "C", "C", "C", "H", "H", "H", "H", "H", "H", "H", "H", "H", "H", "F", "P", "F", "F", "F", "F", "F", "C", "C", "C", "C", "C", "O", "C", "C", "C", "C", "C", "C", "Cl", "C", "C", "C", "N", "C", "N", "C", "N", "H", "H", "H", "H", "H", "H", "H", "H", "H", "H", "H", "H", "H", "H", "H", "H", "H", "H", "H", "H", "H", "H", "C", "As", "C", "C", "C", "C", "C", "C", "C", "C", "H", "H", "H", "H", "H", "H", "H", "H", "H", "H", "H", "H", "H"], "positions_angstrom": [[-0.681, 1.089, 0.067], [0.575, 3.594, -3.004], [0.115, 2.671, -2.417], [-0.123, 2.629, -1.087], [-0.256, 1.362, -3.041], [-0.412, 1.087, -4.383], [-0.859, -0.182, -4.735], [-1.155, -1.124, -3.754], [-0.958, -0.762, -2.439], [-0.500, 0.441, -2.119], [-1.276, -1.551, -1.209], [-1.683, -2.666, -1.203], [-1.018, -0.818, -0.109], [-0.200, 1.855, -5.115], [-1.005, -0.429, -5.778], [-1.546, -2.103, -3.996], [1.874, 0.652, 0.032], [2.080, 2.780, 0.750], [0.092, 3.252, 1.620], [2.635, 4.116, -0.309], [1.776, 5.131, -0.725], [2.290, 6.198, -1.444], [3.643, 6.244, -1.743], [4.493, 5.218, -1.341], [3.997, 4.149, -0.619], [3.230, 2.773, 2.140], [4.109, 1.714, 2.352], [5.026, 1.791, 3.390], [5.051, 2.909, 4.214], [4.158, 3.956, 4.012], [3.246, 3.896, 2.974], [0.720, 5.098, -0.492], [1.627, 6.987, -1.775], [4.044, 7.091, -2.286], [5.546, 5.257, -1.585], [4.657, 3.356, -0.288], [4.072, 0.844, 1.709], [5.718, 0.977, 3.557], [5.770, 2.963, 5.021], [4.176, 4.820, 4.664], [2.551, 4.713, 2.807], [-2.484, 2.708, 0.414], [-3.788, 1.668, 0.077], [-2.737, 1.170, -1.167], [-2.829, 0.595, 1.024], [-4.500, 2.120, 1.385], [-4.743, 0.494, -0.265], [-4.429, 2.722, -0.855], [3.124, -6.837, 2.191], [4.594, -6.668, 1.814], [5.294, -5.882, 2.936], [5.229, -8.069, 1.786], [4.855, -5.954, 0.414], [6.256, -5.967, 0.166], [4.116, -6.671, -0.740], [4.577, -6.291, -2.168], [3.987, -5.050, -2.788], [2.628, -4.979, -3.082], [2.067, -3.825, -3.603], [2.873, -2.723, -3.837], [2.164, -1.249, -4.431], [4.233, -2.778, -3.599], [4.780, -3.944, -3.081], [4.644, -4.412, 0.433], [3.326, -3.766, 0.274], [3.151, -2.441, 0.231], [1.867, -2.139, 0.124], [1.283, -3.371, 0.079], [2.130, -4.368, 0.176], [3.075, -7.291, 3.185], [2.593, -7.496, 1.501], [2.594, -5.892, 2.236], [5.404, -6.523, 3.812], [4.713, -5.010, 3.249], [6.292, -5.561, 2.631], [5.023, -8.564, 2.735], [6.316, -8.028, 1.682], [4.819, -8.706, 1.002], [6.567, -6.877, 0.141], [3.048, -6.509, -0.626], [4.307, -7.737, -0.634], [4.301, -7.136, -2.804], [5.664, -6.212, -2.175], [1.995, -5.842, -2.904], [1.009, -3.780, -3.830], [4.861, -1.924, -3.823], [5.851, -3.998, -2.916], [5.269, -4.023, -0.368], [5.066, -4.050, 1.366], [3.953, -1.719, 0.284], [0.224, -3.549, -0.014], [-1.348, -1.726, 2.734], [-0.516, 0.014, 2.516], [1.182, -0.395, 3.372], [-1.550, 1.024, 3.878], [-0.799, 1.435, 5.113], [-1.329, 1.162, 6.368], [-0.714, 1.649, 7.515], [0.452, 2.394, 7.424], [0.999, 2.661, 6.176], [0.377, 2.181, 5.035], [-1.310, -1.980, 3.788], [-0.813, -2.470, 2.147], [-2.380, -1.687, 2.394], [0.979, -0.706, 4.393], [1.870, 0.446, 3.370], [1.619, -1.220, 2.809], [-2.393, 0.384, 4.128], [-1.964, 1.909, 3.389], [-2.244, 0.586, 6.455], [-1.160, 1.456, 8.482], [0.937, 2.763, 8.318], [1.916, 3.233, 6.096], [0.819, 2.387, 4.060]]}

{"formula": "C38H41F5O6", "method": "the ωB97M-V functional and the def2-TZVPD basis", "smiles": "CCOC(=O)OC.CCOC(=O)OC.Fc1ccccc1.Fc1ccccc1.Fc1ccccc1.Fc1ccccc1.Fc1ccccc1", "total_charge": 0, "homo_energy_ev": -8.99, "multiplicity": 1, "e_tot_ha": -2423.30120, "fmax_ev_per_a": 3.8, "species": ["C", "C", "O", "C", "O", "O", "C", "H", "H", "H", "H", "H", "H", "H", "H", "C", "C", "O", "C", "O", "O", "C", "H", "H", "H", "H", "H", "H", "H", "H", "F", "C", "C", "C", "C", "C", "C", "H", "H", "H", "H", "H", "F", "C", "C", "C", "C", "C", "C", "H", "H", "H", "H", "H", "F", "C", "C", "C", "C", "C", "C", "H", "H", "H", "H", "H", "F", "C", "C", "C", "C", "C", "C", "H", "H", "H", "H", "H", "F", "C", "C", "C", "C", "C", "C", "H", "H", "H", "H", "H"], "positions_angstrom": [[-5.350, 4.484, -0.640], [-4.247, 4.657, -1.547], [-4.077, 6.000, -2.177], [-3.710, 6.964, -1.351], [-3.143, 6.752, -0.319], [-3.981, 8.123, -1.912], [-3.580, 9.258, -1.119], [-5.288, 3.543, -0.182], [-6.266, 4.619, -1.153], [-5.338, 5.210, 0.175], [-4.374, 4.035, -2.390], [-3.260, 4.379, -1.098], [-2.544, 9.301, -1.322], [-3.767, 9.061, -0.051], [-4.063, 10.133, -1.495], [1.230, -2.290, -3.498], [1.838, -2.079, -4.917], [2.341, -3.401, -5.463], [3.495, -3.950, -5.073], [4.331, -3.461, -4.392], [3.494, -5.216, -5.538], [4.821, -5.783, -5.590], [0.228, -2.784, -3.588], [1.062, -1.304, -2.978], [1.980, -2.775, -2.940], [2.672, -1.366, -4.919], [1.171, -1.795, -5.694], [4.612, -6.857, -5.824], [5.247, -5.782, -4.607], [5.465, -5.265, -6.297], [3.052, -5.013, 1.980], [2.594, -5.028, 0.715], [1.260, -4.738, 0.465], [0.732, -4.995, -0.788], [1.572, -5.471, -1.791], [2.928, -5.659, -1.541], [3.478, -5.436, -0.292], [0.555, -4.423, 1.223], [-0.298, -4.858, -0.983], [1.103, -5.785, -2.711], [3.536, -6.070, -2.378], [4.514, -5.671, -0.107], [-5.538, 3.140, 2.437], [-5.603, 2.421, 3.600], [-6.807, 1.899, 3.961], [-6.839, 1.110, 5.118], [-5.629, 0.882, 5.794], [-4.423, 1.557, 5.424], [-4.425, 2.290, 4.251], [-7.659, 2.102, 3.355], [-7.717, 0.624, 5.430], [-5.568, 0.184, 6.626], [-3.579, 1.513, 6.061], [-3.506, 2.693, 3.836], [-0.196, 3.305, -2.675], [0.989, 2.666, -2.579], [1.485, 2.332, -1.324], [2.732, 1.692, -1.248], [3.414, 1.385, -2.380], [2.831, 1.609, -3.611], [1.655, 2.271, -3.715], [1.066, 2.741, -0.363], [3.375, 1.713, -0.349], [4.451, 1.054, -2.313], [3.348, 1.395, -4.519], [1.121, 2.417, -4.704], [-0.702, -2.121, 3.633], [0.441, -1.744, 4.215], [0.362, -0.934, 5.296], [1.509, -0.578, 5.977], [2.741, -0.995, 5.569], [2.784, -1.907, 4.543], [1.638, -2.321, 3.778], [-0.605, -0.491, 5.557], [1.411, 0.179, 6.756], [3.593, -0.745, 6.191], [3.747, -2.231, 4.201], [1.728, -2.960, 2.933], [-0.828, -1.272, -0.653], [0.255, -0.930, 0.052], [1.471, -1.495, -0.249], [2.611, -1.142, 0.472], [2.544, -0.198, 1.478], [1.299, 0.174, 1.889], [0.171, -0.054, 1.117], [1.587, -2.270, -0.996], [3.511, -1.621, 0.156], [3.453, 0.199, 1.973], [1.169, 0.898, 2.685], [-0.893, 0.302, 1.419]]}